1.
Entry from the Open Molecules 2025 dataset: a gas-phase ion, C7H14N3 (charge +1) (the ωB97M-V functional and the def2-TZVPD basis).

Geometry as XYZ:
```
24
C7H14N3 | the Open Molecules 2025 dataset | the ωB97M-V functional and the def2-TZVPD basis
C 0.34 -2.65 1.14
C 0.26 -1.13 1.05
C 0.22 -0.42 2.38
N 0.14 -0.66 -0.11
C 0.04 0.72 -0.34
C 1.33 1.53 -0.59
C -1.19 1.48 -0.02
N -0.95 1.06 -1.32
C -1.46 0.91 -2.46
N -0.90 0.24 -3.47
H 1.10 -3.04 0.40
H -0.71 -2.81 0.81
H 0.55 -3.11 2.17
H -0.89 -0.27 2.70
H 0.71 0.59 2.16
H 0.48 -1.05 3.18
H 1.65 1.02 -1.55
H 2.13 1.35 0.14
H 1.27 2.73 -0.68
H -2.04 1.02 0.37
H -1.18 2.57 0.10
H -2.42 1.33 -2.69
H -1.52 -0.16 -4.30
H -0.05 -0.33 -3.22
```

highest occupied orbital energy: -13.4 eV
SMILES: CC(C)=N[C@]1(C)CN1C=[NH2+]
DFT total energy: -11947.5046 eV
charge: +1
orbital gap: 0.3867 Ha
maximum force: 0.0732 hartree/bohr
LUMO energy: -2.908 eV
energy above the lowest of the compared OMol25 structures with the same formula, charge and spin: 329.5 kJ/mol

2.
Entry from the Open Molecules 2025 dataset: a molecular structure, C7H14N3 (the ωB97M-V functional and the def2-TZVPD basis).

Geometry as XYZ:
```
24
C7H14N3 | the Open Molecules 2025 dataset | the ωB97M-V functional and the def2-TZVPD basis
C -0.75 -1.63 0.43
C -1.98 -1.27 0.70
C 2.52 -0.64 0.46
C 2.37 0.78 0.12
C 1.11 -0.08 0.52
C 0.06 -0.72 -0.36
C -0.95 1.97 -0.07
N -1.18 0.73 -0.58
N 0.46 -1.06 -1.63
N -2.35 0.03 -0.01
H -0.47 -2.58 0.77
H -2.82 -1.64 1.24
H 2.55 -1.31 -0.38
H 3.03 -0.88 1.39
H 2.56 1.76 0.61
H 2.48 0.95 -0.93
H 0.74 0.22 1.49
H -1.30 2.77 -0.67
H -1.25 2.24 0.98
H 0.22 2.08 0.18
H -0.09 -1.71 -2.13
H 0.90 -0.32 -2.12
H -2.96 -0.28 -0.67
H -2.88 0.59 0.67
```

highest occupied orbital energy: -12.9 eV
DFT total energy: -11945.3295 eV
charge: +1
orbital gap: 0.3657 Ha
maximum force: 0.1081 hartree/bohr
LUMO energy: -2.984 eV
energy above the lowest of the compared OMol25 structures with the same formula, charge and spin: 539.4 kJ/mol